No. 1
Formula: C34H83N5O18P2S
Source: the Open Molecules 2025 dataset
Level of theory: ωB97M-V/def2-TZVPD

Cartesian coordinates (Å):
C (-0.625, 3.359, -2.137)
C (-1.475, 2.109, -2.841)
P (-2.829, 1.578, -1.603)
O (-3.520, 0.024, -1.974)
O (-2.234, 1.481, 0.041)
O (-1.945, 2.792, -4.092)
C (-0.670, 2.905, -4.869)
O (-0.391, 4.025, -5.542)
O (0.103, 1.669, -4.667)
C (-0.459, 0.976, -3.465)
S (-1.227, -0.557, -4.303)
P (0.812, 0.126, -2.286)
O (-0.040, -0.744, -1.240)
O (1.702, -1.021, -3.305)
O (1.844, 1.240, -1.433)
H (-1.018, 4.409, -2.544)
H (0.534, 3.289, -2.381)
H (-0.790, 3.411, -0.962)
H (-4.400, 0.096, -2.455)
H (-1.224, 1.402, 0.027)
H (-2.585, -0.270, -4.619)
H (1.881, -1.782, -2.677)
H (2.442, 1.761, -2.065)
C (-7.855, 6.574, -5.856)
O (-6.907, 6.821, -6.886)
C (-5.852, 7.701, -6.476)
C (-4.517, 6.943, -6.421)
N (-4.492, 5.994, -5.302)
C (-3.352, 5.072, -5.342)
C (-3.292, 4.076, -6.518)
O (-4.331, 3.096, -6.500)
C (-5.541, 3.511, -7.119)
H (-8.682, 6.002, -6.284)
H (-7.409, 5.986, -5.051)
H (-8.253, 7.514, -5.456)
H (-6.072, 8.198, -5.523)
H (-5.779, 8.479, -7.243)
H (-3.699, 7.662, -6.301)
H (-4.386, 6.427, -7.377)
H (-5.347, 5.442, -5.317)
H (-3.390, 4.491, -4.412)
H (-2.422, 5.651, -5.311)
H (-2.356, 3.515, -6.416)
H (-3.236, 4.574, -7.492)
H (-5.374, 4.204, -7.948)
H (-6.208, 3.952, -6.378)
H (-6.040, 2.621, -7.513)
C (4.204, -4.864, -9.368)
O (4.642, -4.566, -8.049)
C (4.789, -3.160, -7.813)
C (3.740, -2.676, -6.799)
N (2.395, -2.686, -7.384)
C (1.328, -2.473, -6.401)
C (1.140, -3.555, -5.318)
O (0.683, -4.809, -5.827)
C (1.718, -5.670, -6.285)
H (4.238, -5.949, -9.501)
H (3.177, -4.530, -9.520)
H (4.862, -4.402, -10.113)
H (4.750, -2.576, -8.742)
H (5.784, -3.018, -7.377)
H (3.988, -1.657, -6.483)
H (3.794, -3.332, -5.925)
H (2.236, -3.585, -7.835)
H (0.392, -2.400, -6.968)
H (1.476, -1.500, -5.917)
H (0.348, -3.204, -4.646)
H (2.028, -3.684, -4.690)
H (2.649, -5.543, -5.725)
H (1.887, -5.517, -7.351)
H (1.379, -6.701, -6.157)
C (0.904, -1.526, 1.893)
O (1.342, -1.228, 3.212)
C (1.489, 0.178, 3.447)
C (0.440, 0.662, 4.461)
N (-0.905, 0.652, 3.876)
C (-1.972, 0.865, 4.860)
C (-2.160, -0.217, 5.943)
O (-2.617, -1.471, 5.433)
C (-1.582, -2.332, 4.976)
H (0.938, -2.611, 1.760)
H (-0.123, -1.192, 1.740)
H (1.562, -1.064, 1.148)
H (1.450, 0.762, 2.519)
H (2.484, 0.320, 3.883)
H (0.688, 1.681, 4.778)
H (0.494, 0.006, 5.335)
H (-1.064, -0.247, 3.426)
H (-2.908, 0.938, 4.292)
H (-1.824, 1.838, 5.343)
H (-2.952, 0.134, 6.614)
H (-1.272, -0.346, 6.571)
H (-0.651, -2.205, 5.536)
H (-1.413, -2.179, 3.910)
H (-1.921, -3.363, 5.104)
C (3.039, -9.521, 2.678)
O (3.130, -8.766, 3.878)
C (4.471, -8.362, 4.184)
C (4.609, -6.836, 4.066)
N (4.537, -6.406, 2.665)
C (4.416, -4.953, 2.504)
C (3.129, -4.290, 3.037)
O (1.949, -4.661, 2.323)
C (1.335, -5.858, 2.783)
H (2.014, -9.891, 2.585)
H (3.260, -8.898, 1.810)
H (3.717, -10.381, 2.704)
H (5.213, -8.883, 3.566)
H (4.653, -8.647, 5.226)
H (5.571, -6.527, 4.489)
H (3.809, -6.382, 4.657)
H (3.730, -6.842, 2.225)
H (4.475, -4.753, 1.427)
H (5.287, -4.469, 2.960)
H (3.238, -3.210, 2.886)
H (2.997, -4.428, 4.116)
H (1.471, -6.014, 3.857)
H (1.712, -6.712, 2.221)
H (0.263, -5.786, 2.581)
C (1.256, 6.501, 7.529)
O (1.408, 5.866, 8.791)
C (0.274, 6.049, 9.649)
C (-0.446, 4.710, 9.873)
N (-1.131, 4.268, 8.654)
C (-1.627, 2.889, 8.729)
C (-0.575, 1.767, 8.848)
O (0.242, 1.614, 7.687)
C (1.381, 2.463, 7.653)
H (2.204, 6.419, 6.990)
H (0.481, 6.009, 6.938)
H (1.016, 7.563, 7.650)
H (-0.412, 6.817, 9.272)
H (0.664, 6.399, 10.611)
H (-1.181, 4.827, 10.677)
H (0.302, 3.978, 10.192)
H (-0.486, 4.330, 7.869)
H (-2.200, 2.715, 7.810)
H (-2.337, 2.809, 9.560)
H (-1.123, 0.823, 8.950)
H (0.037, 1.855, 9.752)
H (1.776, 2.677, 8.650)
H (1.143, 3.388, 7.128)
H (2.161, 1.957, 7.078)

- Frontier orbital gap: 7.9 eV
- SMILES: C[C@@]1(P(O)O)OC(=O)O[C@@]1(S)P(=O)(O)O.COCCNCCOC.COCCNCCOC.COCCNCCOC.COCCNCCOC.COCCNCCOC
- E_LUMO: -0.018 hartree
- E: -110312.2788 eV

---

No. 2
Formula: C34H84BN5O11S
Source: the Open Molecules 2025 dataset
Level of theory: ωB97M-V/def2-TZVPD

Cartesian coordinates (Å):
C (-0.559, 6.703, 3.688)
B (-0.042, 8.087, 3.189)
S (1.549, 8.287, 2.309)
C (-0.950, 9.371, 3.413)
C (-2.040, 9.296, 2.368)
C (-3.020, 10.589, 2.321)
O (-3.270, 9.084, 2.766)
H (-0.477, 6.569, 4.765)
H (-1.622, 6.660, 3.436)
H (-0.073, 5.877, 3.176)
H (1.183, 9.175, 1.378)
H (-1.478, 9.354, 4.362)
H (-0.432, 10.309, 3.249)
H (-1.780, 8.871, 1.397)
H (-4.090, 10.752, 2.188)
H (-2.857, 10.594, 1.196)
C (-0.247, 3.028, -2.231)
O (-1.107, 2.034, -1.709)
C (-0.445, 0.838, -1.312)
C (-0.405, 0.690, 0.193)
N (0.498, 1.654, 0.809)
C (0.378, 1.758, 2.262)
C (-0.962, 2.168, 2.864)
O (-1.337, 3.510, 2.619)
C (-1.933, 3.754, 1.358)
H (-0.871, 3.787, -2.702)
H (0.346, 3.512, -1.447)
H (0.429, 2.613, -2.984)
H (0.560, 0.778, -1.743)
H (-1.032, 0.008, -1.717)
H (-0.067, -0.320, 0.446)
H (-1.435, 0.804, 0.559)
H (0.332, 2.566, 0.407)
H (1.119, 2.494, 2.586)
H (0.674, 0.798, 2.698)
H (-0.858, 2.091, 3.950)
H (-1.776, 1.486, 2.588)
H (-2.540, 2.910, 1.022)
H (-1.183, 3.997, 0.601)
H (-2.581, 4.625, 1.466)
C (5.309, 1.344, -6.564)
O (6.243, 1.387, -5.505)
C (6.671, 2.693, -5.142)
C (6.101, 3.119, -3.805)
N (4.668, 3.368, -3.886)
C (3.996, 3.515, -2.596)
C (4.044, 2.356, -1.604)
O (3.305, 1.214, -1.992)
C (3.956, 0.341, -2.896)
H (5.236, 0.309, -6.894)
H (4.313, 1.673, -6.248)
H (5.637, 1.956, -7.409)
H (6.429, 3.420, -5.923)
H (7.759, 2.653, -5.050)
H (6.602, 4.037, -3.483)
H (6.344, 2.330, -3.082)
H (4.230, 2.610, -4.391)
H (2.943, 3.715, -2.811)
H (4.393, 4.408, -2.103)
H (3.568, 2.706, -0.683)
H (5.068, 2.075, -1.330)
H (5.034, 0.301, -2.723)
H (3.756, 0.618, -3.935)
H (3.544, -0.657, -2.741)
C (-4.081, -4.165, -0.901)
O (-3.896, -4.944, 0.266)
C (-3.063, -6.081, 0.082)
C (-1.717, -5.895, 0.750)
N (-0.914, -4.896, 0.056)
C (0.275, -4.448, 0.777)
C (0.103, -3.797, 2.146)
O (-0.511, -2.522, 2.132)
C (-1.927, -2.538, 2.061)
H (-4.894, -3.467, -0.708)
H (-3.187, -3.584, -1.148)
H (-4.352, -4.787, -1.759)
H (-2.946, -6.318, -0.980)
H (-3.568, -6.925, 0.558)
H (-1.181, -6.849, 0.747)
H (-1.908, -5.619, 1.795)
H (-1.492, -4.090, -0.138)
H (0.777, -3.722, 0.132)
H (0.955, -5.300, 0.883)
H (1.107, -3.625, 2.545)
H (-0.401, -4.454, 2.866)
H (-2.356, -3.389, 2.595)
H (-2.264, -2.539, 1.021)
H (-2.294, -1.620, 2.521)
C (-1.855, -2.430, -3.757)
O (-3.263, -2.440, -3.903)
C (-3.768, -1.440, -4.782)
C (-4.261, -2.040, -6.081)
N (-3.160, -2.526, -6.902)
C (-3.559, -3.360, -8.034)
C (-4.325, -4.651, -7.760)
O (-3.571, -5.665, -7.123)
C (-3.455, -5.550, -5.718)
H (-1.608, -3.067, -2.907)
H (-1.347, -2.833, -4.639)
H (-1.484, -1.421, -3.559)
H (-3.024, -0.659, -4.961)
H (-4.620, -0.978, -4.276)
H (-4.808, -1.274, -6.640)
H (-4.968, -2.839, -5.822)
H (-2.526, -3.057, -6.322)
H (-2.642, -3.632, -8.563)
H (-4.150, -2.746, -8.721)
H (-4.605, -5.066, -8.732)
H (-5.265, -4.478, -7.221)
H (-4.357, -5.127, -5.267)
H (-2.584, -4.952, -5.435)
H (-3.306, -6.553, -5.318)
C (2.945, -4.609, 8.078)
O (2.732, -4.402, 6.696)
C (1.383, -4.552, 6.274)
C (0.755, -3.222, 5.915)
N (0.524, -2.395, 7.091)
C (0.181, -1.004, 6.797)
C (1.169, -0.151, 6.006)
O (2.361, 0.168, 6.696)
C (3.362, -0.831, 6.678)
H (4.019, -4.691, 8.235)
H (2.575, -3.772, 8.681)
H (2.470, -5.533, 8.420)
H (0.789, -5.080, 7.025)
H (1.406, -5.170, 5.371)
H (-0.203, -3.403, 5.418)
H (1.421, -2.730, 5.193)
H (1.353, -2.406, 7.670)
H (0.019, -0.511, 7.758)
H (-0.780, -0.994, 6.271)
H (0.678, 0.808, 5.818)
H (1.397, -0.575, 5.021)
H (3.366, -1.390, 5.739)
H (3.253, -1.522, 7.519)
H (4.325, -0.333, 6.788)

- Frontier orbital gap: 8.9 eV
- SMILES: CB(S)C[C@@H]1CO1.COCCNCCOC.COCCNCCOC.COCCNCCOC.COCCNCCOC.COCCNCCOC
- E_LUMO: 0.012 hartree
- E: -78093.5430 eV